# C52H34IrN11O4

A structure of composition C52H34IrN11O4 (the ωB97M-V functional and the def2-TZVPD basis, OMol25).

Each line ends with the Löwdin spin population.
Atoms and positions in Å:
Ir 0.13 -0.38 0.96  -0.042
O 2.71 -1.49 6.54  0.000
O 0.64 -1.10 2.93  0.001
O 0.58 -1.35 5.14  0.000
O -5.17 3.98 -2.85  0.000
N -0.57 -2.22 0.68  -0.016
N 0.85 1.47 1.24  -0.016
N 2.94 1.21 0.11  -0.007
N -3.74 3.07 -4.34  0.000
N -1.04 2.43 2.34  -0.008
N -1.59 0.17 1.80  -0.014
N 1.80 -0.89 -0.03  -0.016
N -3.49 2.73 -2.01  0.001
N -2.69 -1.97 1.76  -0.018
N -0.60 0.76 -1.01  0.002
N 1.35 -3.22 -0.34  -0.017
C 0.38 5.10 1.37  0.021
C 5.41 -0.62 -0.58  0.022
C 0.11 2.30 -2.68  0.001
C -4.59 -0.51 3.76  0.020
C -1.72 -0.17 -6.15  0.000
C -3.01 0.72 -4.30  0.000
C -2.88 -6.18 0.18  0.014
C 2.29 5.66 -0.01  0.015
C 2.16 -2.18 -0.30  0.096
C -3.44 -0.07 3.13  0.007
C 2.70 -1.10 4.16  0.000
C 3.46 -0.86 3.02  0.002
C -1.81 -2.65 1.06  0.091
C 4.76 -1.28 5.42  0.000
C 1.19 6.04 0.76  0.017
C -1.00 -1.31 -6.83  0.000
C 1.94 1.94 0.57  0.108
C -4.20 3.30 -3.07  0.000
C -3.52 2.06 4.26  0.021
C -2.92 1.20 3.37  0.007
C 4.07 -0.92 -0.43  0.007
C 0.71 3.76 1.22  0.011
C -1.75 1.33 2.50  0.096
C 6.28 -1.67 -0.84  0.014
C 1.20 -1.19 4.08  0.000
C -1.72 -6.52 -0.50  0.014
C -2.33 -0.33 -4.91  0.000
C -2.55 -0.72 2.17  0.092
C 4.84 -0.82 3.06  0.000
C -1.16 2.84 -2.74  0.000
C -2.17 2.30 -1.95  0.001
C -1.98 -4.03 0.61  0.007
C -1.82 1.07 -6.77  0.000
C -3.06 1.96 -4.91  0.000
C 4.46 -3.28 -0.82  0.021
C 5.81 -2.98 -0.95  0.016
C 2.65 4.33 -0.14  0.021
C -0.80 -4.38 -0.05  0.007
C -2.47 2.13 -6.16  0.000
C 3.36 -1.29 5.39  0.000
C 0.09 -3.23 0.04  0.092
C 5.49 -1.04 4.27  0.000
C 3.60 -2.23 -0.55  0.008
C -4.66 1.62 4.92  0.014
C -5.19 0.36 4.66  0.015
C 2.92 -0.09 -0.08  0.101
C 0.34 1.23 -1.83  0.001
C 0.08 2.52 1.65  0.104
C -3.03 -4.92 0.76  0.020
C -1.82 1.29 -1.06  0.001
C 1.86 3.39 0.50  0.010
C -0.65 -5.63 -0.62  0.020
H -2.30 -1.29 -4.42  0.000
H 2.94 -0.70 2.09  0.001
H -1.37 3.68 -3.39  0.000
H -2.53 3.09 -6.65  0.000
H 5.75 0.40 -0.50  0.001
H 6.57 -1.03 4.32  0.000
H -1.31 -1.39 -7.87  0.000
H 0.91 2.69 -3.28  0.000
H -4.03 2.72 -1.15  0.000
H 3.49 4.02 -0.74  0.001
H -5.15 2.27 5.63  0.000
H 7.33 -1.47 -0.95  0.000
H 1.74 -1.48 6.33  0.000
H -1.21 -2.26 -6.33  0.000
H -6.09 0.05 5.18  0.000
H -4.17 3.70 -5.01  0.000
H 4.10 -4.29 -0.90  0.001
H -1.38 1.22 -7.75  0.000
H 5.24 -1.45 6.37  0.000
H 2.87 6.43 -0.51  0.000
H -3.92 -4.65 1.31  0.001
H 6.51 -3.78 -1.14  0.000
H 0.26 -5.91 -1.12  0.001
H 5.40 -0.64 2.16  0.000
H -3.52 0.54 -3.36  0.000
H -3.68 -6.90 0.26  0.000
H -2.56 0.87 -0.39  0.000
H -3.10 3.04 4.45  0.001
H -0.48 5.39 1.96  0.001
H 0.08 -1.14 -6.82  0.000
H -4.99 -1.49 3.55  0.001
H 1.31 0.75 -1.80  0.001
H 0.96 7.09 0.86  0.000
H -1.63 -7.51 -0.94  0.000

* charge: +1
* spin multiplicity: 2
* E_LUMO (alpha / beta): -0.16877 / -0.20311 Eh
* energy relative to the best compared isomer or geometry (same formula, charge and spin): 1.892 eV



# C52H38ClN4O5STi

A structure of composition C52H38ClN4O5STi (the ωB97M-V functional and the def2-TZVPD basis, OMol25).

Each line ends with the Löwdin spin population.
Atoms and positions in Å:
Ti -0.02 0.51 -0.03  0.932
Cl -2.15 -0.78 -1.48  0.001
S 0.37 -2.70 0.20  0.004
O -3.37 -0.06 -1.57  0.001
O -2.20 -1.94 -2.30  0.001
O -1.04 0.05 -1.91  0.009
O -1.89 -1.15 -0.10  0.001
O 0.66 -1.50 -0.66  0.011
N 0.59 2.07 -1.33  0.047
N -1.66 1.70 0.34  0.020
N -0.20 -0.10 1.97  0.037
N 2.08 0.45 0.41  0.025
C 3.07 0.73 -0.53  0.068
C -5.11 1.89 4.91  0.001
C -2.15 -5.51 -1.27  0.000
C -0.64 -4.93 -3.03  0.000
C 4.41 2.00 -3.61  0.000
C 2.88 -1.81 3.33  0.016
C -3.62 0.70 3.42  -0.005
C -3.33 4.47 -4.79  0.000
C 2.04 -1.03 2.40  0.158
C 0.01 -4.05 -2.19  0.000
C 0.71 -0.78 2.74  0.003
C -3.64 2.72 -0.28  0.076
C -2.48 -6.58 -3.52  0.000
C 4.22 -0.06 -0.30  0.028
C -2.42 3.96 -2.60  0.013
C 6.65 2.87 -3.47  0.000
C 3.01 1.71 -1.53  0.005
C 4.07 -1.27 3.85  0.015
C 4.26 2.08 -2.22  0.000
C 2.65 -0.46 1.25  0.025
C 6.52 2.95 -2.09  0.002
C -3.87 2.08 0.90  0.000
C -4.07 1.89 3.99  -0.004
C -1.73 -5.67 -2.58  0.000
C 0.43 3.73 -2.92  0.033
C -2.65 1.47 1.29  0.081
C -1.51 -4.62 -0.42  0.000
C 3.31 -3.81 4.65  -0.001
C 4.48 -3.25 5.15  0.015
C -3.66 6.01 -2.98  0.000
C -5.71 0.70 5.29  -0.003
C 0.14 -1.13 4.00  0.069
C 2.53 -3.10 3.74  0.015
C -1.64 3.07 -1.72  0.121
C -2.62 3.63 -3.94  0.008
C 1.83 2.35 -1.87  0.044
C 5.35 2.56 -1.48  0.000
C -1.13 -0.63 4.02  -0.011
C -1.34 0.01 2.76  0.075
C -0.42 -3.90 -0.88  0.001
C -2.27 2.50 -0.61  0.011
C -3.85 5.66 -4.31  0.005
C -5.27 -0.49 4.73  0.001
C 4.85 -1.98 4.74  0.000
C 1.95 -3.61 0.23  0.003
C 5.59 2.38 -4.23  0.001
C -4.24 -0.49 3.80  -0.003
C -2.95 5.17 -2.14  0.007
C 1.74 3.40 -2.84  -0.016
C -0.27 2.91 -1.98  -0.001
C -2.50 0.71 2.45  -0.034
C 3.96 -0.81 0.81  0.075
H -1.81 -7.01 -4.27  0.000
H 5.24 2.63 -0.40  0.000
H 3.58 1.61 -4.19  0.000
H 4.35 -0.27 3.55  0.000
H 2.69 -2.95 0.67  0.002
H -3.25 -6.02 -4.04  0.000
H 7.34 3.33 -1.50  0.000
H -4.80 2.01 1.44  -0.002
H 0.82 -3.43 -2.56  0.000
H -3.01 -6.07 -0.91  0.000
H 5.68 2.31 -5.30  0.000
H -4.41 6.32 -4.97  0.000
H -0.02 4.49 -3.54  0.002
H -4.06 6.94 -2.60  0.000
H 5.08 -3.80 5.86  0.001
H 4.60 -1.55 1.27  0.004
H -1.87 -4.46 0.59  0.000
H 5.76 -1.53 5.13  0.000
H -2.79 5.44 -1.10  0.000
H 2.24 -3.88 -0.78  0.000
H -3.49 4.19 -5.82  0.000
H -3.91 -1.42 3.35  0.000
H -1.83 -0.65 4.84  -0.002
H -2.22 2.69 -4.30  0.000
H 1.80 -4.50 0.85  0.000
H 1.62 -3.55 3.35  0.000
H -5.45 2.83 5.34  0.000
H -2.96 -7.39 -2.97  0.000
H 7.56 3.18 -3.96  0.000
H -3.60 2.82 3.72  0.000
H -4.34 3.26 -0.88  0.004
H -0.31 -5.03 -4.06  0.000
H 5.10 -0.08 -0.92  0.000
H 0.65 -1.63 4.81  0.004
H 2.57 3.85 -3.35  -0.002
H 3.01 -4.80 4.96  0.000
H -5.75 -1.43 5.01  0.000
H -6.52 0.70 6.02  0.000

* charge: -1
* spin multiplicity: 3
* E_LUMO (alpha / beta): 0.07372 / 0.06053 Eh



# C52H39N8O5OsPS

A structure of composition C52H39N8O5OsPS (the ωB97M-V functional and the def2-TZVPD basis, OMol25).

Each line ends with the Löwdin spin population.
Atoms and positions in Å:
Os 0.08 -0.03 -0.09  1.117
S -8.71 -3.11 1.73  0.084
P 2.43 0.03 0.15  0.003
O -9.54 -2.41 2.67  0.140
O 0.46 6.60 -2.53  -0.001
O -9.30 -3.66 0.53  0.200
O -7.46 -3.64 2.17  0.040
O 0.39 6.05 -4.60  0.022
N 0.12 -0.12 2.08  0.007
N -9.09 -0.65 0.23  0.075
N 0.08 -1.93 -0.10  0.445
N 0.38 5.78 -3.42  0.008
N -2.12 -0.03 -0.09  0.004
N -6.86 -1.30 0.63  0.090
N 0.01 2.02 -0.14  0.212
N 0.12 0.31 -2.13  0.072
C 0.16 -0.58 -3.11  -0.009
C -0.12 4.23 0.77  0.063
C 3.89 0.44 3.95  0.000
C 3.61 -3.01 -2.25  0.000
C -8.65 0.44 -0.41  0.019
C -0.01 -3.20 -0.09  0.147
C 3.18 -1.51 -0.41  0.005
C -7.29 0.70 -0.55  -0.008
C 3.40 1.40 -0.53  -0.001
C 3.79 -2.41 0.46  0.000
C 3.81 0.33 2.57  -0.001
C 0.25 2.08 -3.81  0.065
C -2.79 -1.05 0.48  0.002
C -2.84 0.95 -0.65  0.003
C 0.23 -0.23 -4.46  0.070
C -0.53 -5.11 1.43  0.020
C 4.45 1.17 -1.41  -0.001
C 0.04 4.80 -0.53  0.232
C -4.91 -0.11 -0.06  0.003
C 0.31 3.47 -4.06  -0.014
C 0.16 1.66 -2.47  0.067
C 1.16 -4.06 3.39  0.000
C 3.80 3.77 -0.66  0.001
C 0.40 -5.09 -1.65  0.015
C 0.11 2.57 -1.42  0.095
C 4.19 -3.91 -1.38  -0.001
C 0.44 -5.23 3.63  0.021
C -4.23 0.95 -0.65  0.000
C -1.38 -3.53 -2.14  0.014
C -1.68 -4.24 -3.30  0.000
C 0.15 3.97 -1.65  0.015
C 0.12 -5.77 -2.82  0.001
C -0.13 2.89 0.94  0.136
C 1.03 -3.42 2.17  0.020
C 2.58 0.14 1.95  -0.002
C 1.43 0.08 2.72  0.000
C 0.28 4.36 -3.03  0.045
C 2.73 0.37 4.71  0.000
C -0.40 -5.74 2.66  0.001
C 3.10 -1.81 -1.77  -0.001
C 4.29 -3.61 -0.03  0.001
C -6.40 -0.21 -0.01  0.022
C -4.16 -1.12 0.52  0.001
C 0.28 1.11 -4.81  -0.009
C 0.18 -3.93 1.19  0.036
C 1.50 0.19 4.10  0.000
C -0.92 -5.35 -3.64  0.014
C -0.34 -3.95 -1.32  0.035
C 5.17 2.25 -1.92  0.000
C -8.13 -1.39 0.68  0.331
C 4.84 3.54 -1.56  -0.001
C 3.08 2.70 -0.14  0.000
H 2.78 0.46 5.79  0.000
H -1.15 -5.90 -4.55  0.001
H 0.06 5.87 -0.64  0.012
H 0.70 -6.65 -3.09  0.000
H -9.40 1.10 -0.81  0.000
H 2.67 -1.10 -2.46  0.000
H 3.55 4.78 -0.36  0.000
H 3.56 -3.23 -3.31  0.000
H -4.65 -1.96 0.99  0.000
H 4.85 0.58 4.43  0.000
H -0.21 -1.06 2.32  0.001
H -0.55 0.52 2.51  0.000
H 0.39 3.85 -5.07  -0.001
H -2.51 -3.93 -3.92  0.000
H 3.87 -2.19 1.51  0.000
H -2.19 -1.83 0.92  0.000
H 4.59 -4.85 -1.75  0.000
H -1.98 -2.67 -1.86  0.000
H 4.71 0.41 1.97  0.000
H -4.75 1.78 -1.11  0.000
H 0.59 0.14 4.70  0.000
H 0.34 1.41 -5.85  -0.002
H 4.73 0.17 -1.70  0.000
H 1.62 -2.53 1.96  0.001
H 1.84 -3.68 4.14  0.000
H -6.96 1.58 -1.08  0.002
H -0.97 -6.65 2.85  0.000
H 1.20 -5.42 -1.00  0.000
H 0.16 -1.62 -2.81  -0.002
H -1.19 -5.51 0.68  0.000
H 0.26 -1.01 -5.20  0.005
H 5.39 4.38 -1.96  0.000
H 5.99 2.07 -2.60  0.000
H 0.54 -5.74 4.58  0.001
H 2.30 2.89 0.58  0.001
H 4.76 -4.31 0.66  0.000
H -2.30 1.76 -1.11  0.001
H -0.23 2.45 1.92  0.007
H -0.24 4.86 1.63  0.000

* charge: +2
* spin multiplicity: 5
* E_LUMO (alpha / beta): -0.20971 / -0.28388 Eh



# C52H41ClF4IN2O4P2Rb

A structure of composition C52H41ClF4IN2O4P2Rb (the ωB97M-V functional and the def2-TZVPD basis, OMol25).

Each line ends with the Mulliken charge.
Atoms and positions in Å:
I 2.44 -0.08 -2.60  0.196
Rb -1.26 0.36 -1.87  0.458
Cl -2.93 -1.92 -0.79  0.319
P -1.94 -0.01 1.25  1.662
P 2.30 1.09 0.46  1.230
F 0.41 -2.64 -1.54  0.092
F -1.07 -7.31 -3.96  -0.375
F 1.16 -5.03 -0.49  -0.309
F -1.87 -5.03 -5.06  -0.379
O -4.03 1.96 -2.03  -0.811
O -2.45 4.40 -0.79  -0.813
O -1.21 2.87 -1.87  -0.779
O -3.26 1.57 0.04  -0.734
N -0.94 -2.46 -3.85  0.083
N -2.22 0.11 -4.71  1.094
C -5.31 -2.13 0.47  -0.633
C -1.12 -3.61 3.22  -0.802
C -3.30 2.16 -1.06  -0.130
C -1.86 1.48 -5.02  -1.219
C 4.72 1.58 -1.13  -0.067
C -1.89 1.01 2.80  -0.132
C -1.19 -1.58 1.92  1.127
C 6.63 2.70 -0.01  -0.858
C 5.02 1.08 -3.50  -0.622
C 6.05 2.15 -1.17  0.941
C -4.06 -1.54 0.44  0.140
C 1.69 3.14 2.41  0.330
C -3.65 -0.05 -4.82  -1.186
C -2.20 3.30 -1.25  1.053
C 0.03 -3.80 -2.17  0.033
C -6.19 -1.80 1.49  -0.547
C -5.81 -0.88 2.46  -0.851
C -1.78 -2.47 2.81  -0.373
C -1.58 -2.28 -5.12  -0.841
C 0.16 -3.88 2.75  -1.034
C -2.04 3.21 3.78  -0.519
C 1.66 2.69 1.09  1.054
C 5.93 2.74 1.18  -1.276
C 1.19 4.39 2.72  -1.087
C -1.65 1.31 5.18  -0.675
C 2.62 0.18 2.02  0.210
C -0.70 -6.13 -3.37  0.042
C -2.05 2.38 2.67  -0.721
C -3.65 -0.62 1.41  0.475
C 1.74 -0.68 4.09  -0.790
C 0.61 4.76 0.43  -0.306
C -1.08 -4.94 -3.93  0.415
C 0.75 -3.02 1.84  -0.727
C -1.68 0.49 4.07  -0.133
C -1.49 -0.82 -5.55  -1.226
C 4.03 1.65 0.11  1.104
C -1.83 2.68 5.04  -0.708
C 3.91 -1.36 3.34  -0.746
C 4.26 1.02 -2.34  -0.048
C -0.71 -3.66 -3.39  0.280
C 1.59 0.09 2.96  -0.100
C 3.77 -0.58 2.21  -0.910
C 4.65 2.23 1.22  -0.367
C 2.90 -1.41 4.29  -0.846
C 0.07 -6.21 -2.21  -0.728
C 0.07 -1.89 1.42  -0.569
C 6.80 2.16 -2.36  -0.792
C -4.56 -0.29 2.42  -0.494
C 1.10 3.51 0.11  -0.688
C 6.28 1.65 -3.52  -0.814
C 0.41 -4.99 -1.63  -0.082
C 0.66 5.21 1.74  -0.616
H -2.18 4.27 3.65  0.416
H -2.63 -2.61 -5.10  0.398
H 2.08 2.52 3.20  0.355
H 0.94 -0.73 4.82  0.362
H 4.63 0.65 -4.41  0.394
H 0.15 5.36 -0.34  0.313
H 6.85 1.68 -4.44  0.376
H -3.94 -1.06 -4.54  0.180
H -7.17 -2.25 1.53  0.331
H -2.21 2.80 1.68  0.372
H -4.27 0.43 3.17  0.434
H 0.38 -7.15 -1.79  0.479
H -1.60 -4.29 3.90  0.400
H -2.39 2.15 -4.34  0.341
H -6.50 -0.61 3.25  0.389
H -4.01 0.13 -5.86  0.279
H 6.38 3.16 2.06  0.435
H -1.08 -2.87 -5.91  0.403
H 1.04 3.16 -0.91  0.157
H -2.13 1.75 -6.05  0.280
H -4.15 0.65 -4.15  0.344
H -1.82 3.32 5.91  0.286
H -1.82 -0.75 -6.61  0.340
H 7.63 3.11 -0.08  0.353
H 0.67 0.64 2.79  0.457
H 0.68 -4.77 3.08  0.388
H -1.48 0.89 6.16  0.398
H 1.73 -3.23 1.45  0.676
H -0.43 -0.54 -5.51  0.292
H 0.52 -1.23 0.68  0.115
H 4.81 -1.94 3.49  0.376
H 0.27 6.19 2.00  0.380
H -2.79 -2.28 3.18  0.485
H -0.79 1.63 -4.89  0.354
H 3.02 -2.01 5.18  0.375
H 4.12 2.27 2.16  0.255
H -5.59 -2.83 -0.30  0.489
H 7.79 2.59 -2.33  0.349
H 4.55 -0.56 1.47  0.493
H -1.53 -0.58 4.20  0.473
H 1.21 4.72 3.76  0.356

* charge: -2
* E_LUMO: 0.12755 Eh
* energy relative to the best compared isomer or geometry (same formula, charge and spin): 0.814 eV